1.
DFT (ωB97M-V with the def2-TZVPD basis set) results for 2 unconnected molecules or ions with the total composition C2H4N4 at a distorted geometry.

Each line ends with the Mulliken charge.
Atoms and positions in Å:
1 C 0.4972 0.8224 -1.0045  -0.652
2 N -0.7599 0.1282 -0.6930  -0.537
3 C 0.3783 -1.8364 1.1773  0.071
4 N 0.9628 -1.2151 1.9548  -0.374
5 N -1.9985 0.9432 1.1475  -0.438
6 N -1.3663 0.5996 0.2733  0.760
7 H 1.1588 0.8717 -0.1316  0.298
8 H 0.3103 1.8352 -1.3796  0.296
9 H 0.9870 0.2444 -1.7888  0.269
10 H -0.1696 -2.3931 0.4444  0.305

Summary:
ΔE to the lowest compared entry with this formula, charge and spin, kJ/mol: 281.5



2.
DFT (ωB97M-V with the def2-TZVPD basis set) results for a molecular structure, C33H33BCl2N8O2S2Zr at a distorted geometry.

Each line ends with the Mulliken charge.
Atoms and positions in Å:
1 Zr -0.1989 -0.1734 0.5064  -1.178
2 C 1.0039 -3.0937 0.1356  -1.528
3 N 1.5189 -1.7936 0.6653  1.383
4 C 1.7835 -1.9592 2.1148  -1.476
5 C 0.5084 -2.1538 2.8966  0.906
6 C 0.4652 -2.9613 4.0211  -1.040
7 C -0.7062 -3.0162 4.7619  -0.509
8 C -1.8004 -2.2727 4.3446  -1.175
9 C -1.6873 -1.5207 3.1906  -0.408
10 N -0.5591 -1.4601 2.4790  0.720
11 C 2.7578 -1.3406 -0.0389  -3.041
12 C 2.8317 0.1730 -0.4822  1.203
13 C 4.6334 2.1375 -0.2525  -1.225
14 C 3.6603 3.2070 -0.5861  -0.672
15 C 2.3246 3.2026 -0.4980  -1.038
16 C 1.4746 2.1385 -0.0385  0.468
17 N 1.6562 0.8640 0.0567  1.118
18 C -0.4676 -3.1345 -0.2295  0.835
19 C -0.9485 -4.2345 -0.9218  -1.178
20 C -2.2820 -4.2723 -1.2891  -0.652
21 C -3.1125 -3.2162 -0.9307  -0.964
22 C -2.5625 -2.1490 -0.2557  -0.586
23 N -1.2612 -2.0971 0.0738  0.978
24 H 1.5452 -3.3634 -0.7667  0.683
25 H 1.1942 -3.8851 0.8672  0.689
26 H 2.4510 -2.8061 2.3004  0.726
27 H 2.2724 -1.0596 2.4885  0.554
28 H 1.3334 -3.5334 4.3195  0.535
29 H -0.7635 -3.6352 5.6471  0.467
30 H -2.7268 -2.2827 4.9005  0.512
31 H -2.5269 -0.9496 2.8125  0.535
32 H 3.6128 -1.5418 0.6093  0.442
33 H 2.8969 -1.9301 -0.9393  0.368
34 H 5.3710 2.1054 -1.0554  0.507
35 H 4.1257 4.1383 -0.8931  0.458
36 H 1.7906 4.1203 -0.7123  0.519
37 H 0.5140 2.4918 0.3403  0.210
38 H -0.2770 -5.0417 -1.1836  0.572
39 H -2.6692 -5.1099 -1.8533  0.464
40 H -4.1622 -3.2212 -1.1861  0.521
41 H -3.1603 -1.2965 0.0443  0.620
42 Cl -2.6447 5.4046 4.7892  -0.173
43 C -2.3664 4.0523 3.7688  0.012
44 C -3.3890 3.5952 2.9252  -0.476
45 C -3.1883 2.5184 2.0974  0.293
46 Cl -4.5080 1.9305 1.1623  -0.199
47 C -1.9466 1.8386 2.0255  -0.647
48 O -1.7695 0.8319 1.2064  0.996
49 C -0.9410 2.2997 2.9252  1.267
50 C 0.3073 1.6374 3.0264  -0.429
51 O 0.7083 0.7058 2.3025  -0.096
52 C -1.1705 3.3960 3.7862  -1.280
53 H -4.3531 4.0856 2.9421  0.506
54 H 0.9713 1.9750 3.8297  0.346
55 H -0.3852 3.7068 4.4643  0.504
56 C 4.1416 0.7276 0.1072  -1.002
57 N 2.7469 0.2830 -1.9394  0.607
58 C 3.5094 1.0635 -2.8016  -0.388
59 C 2.7452 1.3097 -3.8819  -1.089
60 N 1.5163 0.7102 -3.7028  0.098
61 B 0.3369 0.9417 -4.7051  0.732
62 N -1.0713 0.6003 -4.1025  0.036
63 C -1.9771 -0.0207 -4.9296  -0.696
64 C -3.1601 -0.1103 -4.2884  -0.624
65 N -2.9709 0.4524 -3.0483  0.372
66 C -4.0165 0.6192 -2.0686  -0.190
67 C -1.6877 0.8800 -2.9437  -0.066
68 S -1.0692 1.6487 -1.5116  -0.294
69 C 1.5428 0.0477 -2.5602  -0.017
70 S 0.3913 -1.0795 -1.9818  -0.020
71 H 5.2079 2.5035 0.6064  0.585
72 H 4.9399 0.0251 -0.1374  0.376
73 H 3.9856 0.6794 1.1861  0.519
74 H 4.5332 1.3283 -2.6251  0.664
75 H 2.9662 1.8675 -4.7755  0.523
76 H 0.5064 0.2094 -5.6377  -0.162
77 H 0.3650 2.1052 -4.9931  -0.140
78 H -1.6976 -0.3356 -5.9190  0.499
79 H -4.1135 -0.5013 -4.5976  0.513
80 H -4.6283 -0.2817 -2.0297  0.363
81 H -4.6574 1.4620 -2.3286  0.352
82 H -3.5637 0.8137 -1.1056  -0.498

Summary:
Charge: +2
ΔE to the lowest compared entry with this formula, charge and spin, kJ/mol: 324.6



3.
DFT (ωB97M-V with the def2-TZVPD basis set) results for 11 unconnected molecules or ions with the total composition CH23O11 at a distorted geometry.

Each line ends with the Mulliken charge.
Atoms and positions in Å:
1 C -15.8060 -30.2700 0.9890  -0.746
2 O -15.1570 -29.2430 1.7160  -0.331
3 H -16.1430 -29.8330 0.0480  0.017
4 H -16.6640 -30.4120 1.6330  0.483
5 H -15.0050 -31.0470 0.9600  0.312
6 O -15.0670 -28.1060 -1.6050  -0.685
7 H -15.4920 -27.6430 -0.8710  0.537
8 H -15.3440 -29.0240 -1.4910  -0.027
9 O -13.5820 -26.8960 2.3650  -0.590
10 H -14.3180 -26.9650 2.9800  0.304
11 H -13.2770 -25.9610 2.2820  0.250
12 O -15.9070 -26.8880 0.6000  -0.720
13 H -15.2790 -26.2390 0.9060  0.259
14 H -15.6100 -27.7660 1.0200  0.389
15 O -18.4020 -28.6020 0.5830  -0.666
16 H -17.8490 -29.1270 1.1470  0.298
17 H -18.1630 -28.8030 -0.3170  0.343
18 O -13.3290 -30.7950 2.9220  -0.680
19 H -13.6960 -31.5850 3.2880  0.277
20 H -14.0090 -30.1340 2.6310  0.295
21 O -12.9800 -29.5220 0.0200  -0.605
22 H -13.7800 -29.6590 0.5060  0.212
23 H -13.1110 -29.9250 -0.8320  0.246
24 O -17.6580 -29.0980 -2.4990  -0.698
25 H -17.2500 -28.2070 -2.6040  0.359
26 H -16.9570 -29.7160 -2.6650  0.363
27 O -16.1210 -29.2150 4.0980  -0.751
28 H -16.6490 -28.3620 3.9520  0.312
29 H -15.7570 -29.4500 3.2770  0.298
30 O -15.4690 -30.7080 -2.5850  -0.706
31 H -15.6600 -31.3480 -1.9230  0.320
32 H -14.4990 -30.7680 -2.7250  0.308
33 O -11.2960 -31.9120 0.8560  -0.669
34 H -11.2650 -32.3910 1.7160  0.290
35 H -12.1910 -31.5310 0.8420  0.400

Summary:
Charge: -1
ΔE to the lowest compared entry with this formula, charge and spin, kJ/mol: 185.8



4.
DFT (ωB97M-V with the def2-TZVPD basis set) results for a molecular structure, C38H29Cl2FeO7PS at a distorted geometry.

Each line ends with the Mulliken charge.
Atoms and positions in Å:
1 Fe -1.9239 -0.2520 -0.2251  0.729
2 C 3.4287 1.4906 2.3407  -0.619
3 C 2.3137 1.0118 3.0174  -0.735
4 C 1.5374 0.0162 2.4514  -0.762
5 C 1.8680 -0.5381 1.2129  0.833
6 C 2.9860 -0.0517 0.5449  -0.387
7 C 3.7616 0.9562 1.1068  -0.671
8 P 0.7011 -1.7989 0.5321  0.870
9 C 0.8378 -3.0794 1.8555  0.504
10 C 1.8958 -3.1817 2.7600  -0.266
11 C 1.9091 -4.1810 3.7221  -0.808
12 C 0.8567 -5.0832 3.8071  -0.497
13 C -0.2126 -4.9739 2.9311  -0.636
14 C -0.2236 -3.9760 1.9674  -0.674
15 C 1.7791 -2.4863 -0.8194  0.188
16 C 2.9429 -3.0963 -0.4275  0.101
17 C 3.9590 -3.4370 -1.3355  -1.016
18 C 3.8215 -3.1225 -2.6503  -0.975
19 C 2.6217 -2.5490 -3.1278  1.398
20 C 2.4985 -2.2465 -4.5062  -0.887
21 C 1.3366 -1.7518 -5.0100  -0.880
22 C 0.2350 -1.5812 -4.1558  -0.063
23 C 0.3304 -1.8498 -2.8209  -0.858
24 C 1.5514 -2.2851 -2.2222  -0.030
25 H 4.0232 2.2898 2.7673  0.360
26 H 2.0376 1.4340 3.9756  0.461
27 H 0.6578 -0.3427 2.9736  0.423
28 H 3.2522 -0.4504 -0.4251  0.315
29 H 4.6268 1.3275 0.5710  0.399
30 H 2.7126 -2.4721 2.7235  0.395
31 H 2.7489 -4.2581 4.4022  0.397
32 H 0.8708 -5.8636 4.5580  0.364
33 H -1.0381 -5.6714 2.9942  0.407
34 H -1.0562 -3.8985 1.2773  0.312
35 H 3.1049 -3.3121 0.6174  0.293
36 H 4.8629 -3.9116 -0.9727  0.421
37 H 4.6151 -3.3297 -3.3592  0.354
38 H 3.3536 -2.4151 -5.1504  0.362
39 H 1.2410 -1.5162 -6.0625  0.439
40 H -0.7117 -1.2213 -4.5402  0.560
41 Cl -1.0193 4.1568 -6.2167  -0.274
42 C -1.5153 3.0877 -4.9236  0.061
43 C -2.8111 2.5462 -4.9331  -0.545
44 C -3.2039 1.6901 -3.9424  -0.777
45 C -2.3328 1.3004 -2.8755  0.609
46 O -2.7506 0.4810 -1.9963  -0.777
47 C -1.0181 1.8667 -2.9065  1.417
48 C -0.0294 1.5526 -1.9174  -0.497
49 O -0.0886 0.6909 -1.0478  0.408
50 C -0.6454 2.7608 -3.9245  -1.207
51 H -3.4914 2.8141 -5.7318  0.408
52 H -4.2001 1.2653 -3.9326  0.429
53 H 0.9028 2.1409 -1.9961  0.096
54 H 0.3559 3.1779 -3.9171  0.417
55 Cl -0.1356 -5.2738 -1.8094  -0.482
56 C -1.7865 -3.7239 -2.7166  -1.506
57 C -1.7785 -2.5879 -1.9019  0.773
58 O -2.5600 -2.3179 -0.9803  -0.743
59 O -0.8000 -1.6224 -2.0715  1.299
60 H -2.5964 -4.4208 -2.5905  0.417
61 H -1.2407 -3.7252 -3.6440  0.307
62 C -2.7277 6.2213 5.4192  -1.401
63 C -2.5698 5.1815 4.3387  0.985
64 C -1.3148 4.6785 4.0066  -0.772
65 C -1.1728 3.7313 3.0046  -0.836
66 C -2.2968 3.2798 2.3288  -0.066
67 C -3.5543 3.7658 2.6442  -0.351
68 C -3.6845 4.7110 3.6499  -0.640
69 S -2.0458 2.1889 0.9509  1.843
70 O -1.5350 3.0462 -0.0889  -0.654
71 O -3.3161 1.5175 0.6483  -0.787
72 O -1.1090 1.1420 1.4177  -0.765
73 H -1.7637 6.4757 5.8589  0.343
74 H -3.3797 5.8584 6.2164  0.324
75 H -3.1743 7.1320 5.0160  0.322
76 H -0.4402 5.0411 4.5350  0.271
77 H -0.2045 3.3318 2.7310  0.409
78 H -4.4130 3.4000 2.0951  0.464
79 H -4.6663 5.0958 3.9041  0.359

Summary:
Charge: -1
ΔE to the lowest compared entry with this formula, charge and spin, kJ/mol: 107.1
Multiplicity: 6



5.
DFT (ωB97M-V with the def2-TZVPD basis set) results for 2 unconnected molecules or ions with the total composition C3H9N.

Each line ends with the Mulliken charge.
Atoms and positions in Å:
1 C -2.2662 -1.0068 -1.2193  -0.440
2 C -1.9534 -0.3731 -0.1039  -0.377
3 H -1.8120 -1.9279 -1.5622  0.225
4 H -2.9988 -0.6304 -1.9187  0.207
5 H -1.0960 -0.6224 0.4981  0.160
6 H -2.4036 0.5839 0.1009  0.215
7 C 2.3176 0.8855 1.0622  -0.734
8 N 1.3179 0.3925 0.0988  -0.487
9 H 3.2811 0.3747 0.9630  0.264
10 H 1.9580 0.6893 2.0695  0.259
11 H 2.4727 1.9444 0.8629  0.279
12 H 1.6021 0.6190 -0.8495  0.199
13 H 1.3201 -0.6234 0.1428  0.231

Summary:
ΔE to the lowest compared entry with this formula, charge and spin, kJ/mol: 134.4
SMILES string: C=C.CN



6.
DFT (ωB97M-V with the def2-TZVPD basis set) results for a single C5H8N2 molecule.

Each line ends with the Mulliken charge.
Atoms and positions in Å:
1 C 2.4106 -0.7805 -0.2187  -0.896
2 N 1.2275 0.1070 -0.1785  0.143
3 C 0.7851 1.3590 -0.2937  -0.426
4 C -0.6001 1.3421 -0.1128  -0.602
5 C -0.9499 0.0066 0.1177  0.687
6 C -2.2784 -0.6165 0.3977  -1.116
7 N 0.1900 -0.6979 0.0669  -0.262
8 H 3.1139 -0.4583 0.5572  0.159
9 H 2.8836 -0.6884 -1.2024  0.160
10 H 0.8996 -1.6101 0.0931  0.453
11 H 1.4635 2.1751 -0.4957  0.448
12 H -1.2726 2.1889 -0.1450  0.356
13 H -2.3648 -1.5928 -0.0874  0.337
14 H -3.0822 0.0251 0.0284  0.307
15 H -2.4260 -0.7593 1.4733  0.253

Summary:
ΔE to the lowest compared entry with this formula, charge and spin, kJ/mol: 336.3